1.
# C19H15N11S4Sn

A structure of composition C19H15N11S4Sn in a non-equilibrium geometry (the ωB97M-V functional and the def2-TZVPD basis, the OMol25 dataset).

## Properties
total charge: -2
HOMO level: -1.3 eV
orbital gap: 5.1 eV
E: -85512.52225 eV

XYZ file:
```
50
Properties=species:S:1:pos:R:3:forces:R:3
Sn -0.754338 0.190418 -0.347384 0.497 -0.257 0.363
C 3.251262 -1.170782 -2.887684 -0.100 0.166 0.123
C 1.839562 -1.026682 -2.386284 0.721 1.095 -0.151
N 1.327962 0.111318 -2.050684 -0.629 -0.466 -0.250
N 2.109662 1.197018 -2.098984 1.267 0.091 -0.150
C 1.566262 2.345518 -1.796484 -0.233 0.018 -0.140
N 2.452362 3.397518 -1.711984 0.295 0.194 -0.030
S -0.056338 2.754418 -1.524084 -0.812 0.122 -0.048
C 1.025762 -2.210882 -2.213484 -0.520 -0.915 -0.002
C 1.511562 -3.492682 -2.523784 0.095 0.326 0.097
C 0.710062 -4.595582 -2.320384 -0.233 -0.008 0.033
C -0.568438 -4.411382 -1.811984 0.243 -0.120 -0.008
C -0.968938 -3.116882 -1.524184 -0.387 -0.377 -0.047
N -0.213938 -2.056782 -1.727884 0.185 0.320 -0.132
H 3.664962 -0.176982 -3.042684 0.016 -0.086 0.008
H 3.849362 -1.691482 -2.141784 0.153 -0.096 0.065
H 3.287062 -1.732082 -3.822484 -0.018 -0.051 -0.029
H 3.338362 3.258518 -2.172984 0.000 -0.061 0.016
H 2.022062 4.303318 -1.804184 0.083 -0.091 -0.010
H 2.519562 -3.622282 -2.884684 0.062 0.050 -0.025
H 1.079362 -5.589282 -2.552784 -0.016 0.057 0.044
H -1.221638 -5.249582 -1.617084 -0.079 0.021 -0.001
H -1.958538 -2.925982 -1.129684 -0.063 0.056 0.117
N -1.640938 3.255018 3.169716 0.326 -0.119 -0.074
C -2.970238 3.106018 2.863016 -0.361 0.030 -0.063
C -3.013238 2.307118 1.758516 -0.371 0.254 0.354
N -1.760238 1.966518 1.394416 0.879 0.029 -0.159
C -0.938038 2.532518 2.247816 -1.076 0.123 -0.037
C 0.480762 2.412418 2.203516 1.157 -0.100 -0.008
N 1.131062 1.623018 1.383016 -0.765 0.157 0.141
C 2.443662 1.790918 1.631616 0.467 0.258 0.308
C 2.615362 2.706418 2.632116 0.302 -0.019 -0.051
N 1.354662 3.105218 2.998016 -0.315 -0.005 0.010
H -1.266238 3.743918 3.963416 -0.079 -0.065 -0.054
H -3.741138 3.571718 3.442616 -0.128 0.057 0.099
H -3.858538 1.948818 1.205616 -0.219 -0.059 -0.079
H 3.175762 1.234618 1.083116 0.215 -0.143 -0.046
H 3.489962 3.101718 3.113116 0.090 -0.002 0.025
H 1.135762 3.779718 3.712216 0.050 -0.112 -0.138
S -2.233038 -1.290282 1.459016 -0.156 -0.206 0.007
C -3.791338 -1.225182 0.721416 0.945 0.725 -0.913
C -4.793538 -1.854782 1.463716 -1.268 -0.724 0.886
N -5.587038 -2.366982 2.126216 -0.031 -0.011 -0.050
C -4.126138 -0.637882 -0.474484 1.344 -0.047 0.725
S -3.051238 0.253218 -1.533984 -0.231 0.058 -0.144
C -5.442238 -0.749082 -0.919984 -1.488 -0.138 -0.502
N -6.529038 -0.848282 -1.299584 0.069 0.062 -0.010
S 2.570962 -2.004682 1.349516 -0.504 0.718 -1.376
C 3.069362 -2.717882 2.715616 0.515 -0.518 0.862
N 3.461862 -3.232582 3.684316 0.103 -0.196 0.441
```
Positions in Å, forces in eV/Å.


2.
# C47H95CrN7O16

A structure of composition C47H95CrN7O16 in a non-equilibrium geometry (the ωB97M-V functional and the def2-TZVPD basis, the OMol25 dataset).

## Properties
<S²>: 3.778
2S+1: 4
total charge: -1
HOMO level (alpha / beta): -4.3 / -4.3 eV
orbital gap (alpha / beta): 5.5 / 5.5 eV
E: -121886.70072 eV

XYZ file:
```
166
Properties=species:S:1:pos:R:3:forces:R:3
Cr 0.147080 0.822396 -0.799701 1.757 -2.723 0.775
C -1.724580 -2.741414 0.461759 2.360 3.598 -3.323
C -2.461920 -2.982164 1.593579 -2.599 -5.076 0.323
C -2.890750 -1.837504 2.492599 -1.745 -1.903 2.614
O -3.577380 -1.998934 3.543019 1.059 -0.492 -1.313
C -2.489900 -0.592534 2.142739 2.228 4.810 -3.197
C -1.753580 -0.255184 0.954399 -0.958 -5.227 1.450
C -1.292860 -1.420184 0.065559 -0.872 -2.674 2.706
O -0.443260 -1.100544 -0.826781 -0.327 0.346 -0.773
O -1.321630 0.809436 0.529819 0.525 3.891 -0.051
O -2.870950 -4.214734 1.725919 0.828 3.919 0.845
H -1.506220 -3.557504 -0.211071 0.174 -0.209 0.228
H -2.658930 0.293076 2.737319 -0.474 -0.191 0.569
C 3.898460 -0.841294 -2.145471 -5.477 1.988 1.225
C 4.861760 -1.494084 -1.413341 4.454 -0.395 -2.659
C 4.693930 -1.709734 0.047739 4.088 -3.785 4.202
O 5.536330 -2.387824 0.818649 -1.548 1.789 -3.599
C 3.632570 -1.242694 0.756129 -4.326 3.198 -1.404
C 2.598360 -0.480634 0.052989 4.561 -3.801 -0.633
C 2.660330 -0.405994 -1.474991 4.612 -1.193 -0.710
O 1.698490 0.187186 -2.031931 -2.049 1.134 -0.419
O 1.627130 0.042976 0.553429 -4.108 2.441 1.153
O 5.937530 -1.742344 -2.074771 -1.845 -0.193 2.452
H 4.085830 -0.617304 -3.185241 -0.166 -0.165 -0.053
H 3.580710 -1.401964 1.823059 -0.021 0.068 -0.092
C 1.333280 -0.846544 3.824139 -0.342 1.258 0.525
C 0.964500 -0.573504 5.305419 1.704 -1.636 1.013
C 1.586730 0.760716 5.889089 -0.037 -0.663 -0.352
C 1.063450 1.174456 7.320209 0.383 0.324 -4.128
C -0.433780 1.359696 7.007259 1.504 0.502 1.954
C -1.155210 0.106476 6.582859 -1.059 -0.541 0.735
N -0.483940 -0.646834 5.510559 -0.106 1.885 -0.489
O -1.044180 -1.924724 5.244299 0.735 0.513 0.877
C -1.335290 -0.703054 7.884809 -0.088 -0.284 0.354
C -2.569280 0.547626 6.126359 0.314 -0.780 -0.671
C 1.721760 -1.729014 6.017999 -0.384 -0.527 0.809
H 1.212460 0.074406 3.253739 0.031 -0.142 -0.340
H 0.701280 -1.624154 3.395179 0.019 0.050 0.122
H 2.378540 -1.152964 3.783579 -0.080 0.023 -0.210
H 2.673710 0.840226 5.873259 0.359 -1.299 0.088
H 1.439310 1.496236 5.098279 -0.976 0.691 0.462
H 1.554810 2.142776 7.415239 -0.221 0.143 0.769
H 1.372080 0.499606 8.118589 -0.342 -0.061 -0.165
H -0.578440 2.207166 6.337209 0.136 -0.100 -0.164
H -0.740800 1.649416 8.012199 -1.329 0.226 -0.251
H -1.746290 -0.067384 8.669089 -0.128 0.214 -0.049
H -2.030510 -1.539604 7.814479 0.240 -0.154 -0.370
H -0.378080 -1.046554 8.277049 0.046 -0.236 -0.156
H -2.543350 1.071206 5.170699 0.306 0.199 -0.041
H -3.130810 -0.361994 5.913359 -0.382 0.067 0.202
H -3.084380 1.186716 6.843539 0.076 -0.208 0.217
H 2.794710 -1.628234 5.854589 -0.043 -0.117 -0.104
H 1.376260 -2.711224 5.695509 0.110 0.035 -0.559
H 1.569510 -1.824094 7.093119 -0.087 0.592 0.328
H -1.736270 -1.736064 4.606329 -0.436 -0.113 -0.340
C -1.261060 -0.581634 -3.909261 0.405 0.549 0.469
C -0.914000 0.874406 -3.608401 0.958 0.251 -0.755
C -1.566050 1.880896 -4.550581 -0.813 -1.148 -0.984
O -1.141820 3.168866 -4.229931 -0.295 1.099 0.145
C -1.446540 4.228946 -5.156941 0.679 -1.512 -0.064
N -1.231330 1.276286 -2.228441 -0.606 0.487 -1.385
H -2.299100 -0.769294 -3.634731 -0.106 -0.090 -0.286
H -0.635380 -1.200304 -3.265921 -0.037 -0.095 -0.022
H -1.057350 -0.836534 -4.949271 -0.145 0.025 0.012
H 0.158450 1.061826 -3.661581 0.066 -0.571 -0.418
H -2.650510 1.771236 -4.555251 -0.627 0.267 0.784
H -1.411250 1.592506 -5.590281 0.971 0.190 -0.340
H -0.818410 5.078866 -4.890161 -0.276 0.053 0.173
H -2.508310 4.469116 -5.212201 -0.050 0.071 0.217
H -1.101660 3.849466 -6.118791 -0.140 0.326 -0.403
H -1.372260 2.262736 -2.393221 0.747 0.690 0.879
H -2.206730 1.025696 -2.151641 -0.433 -0.768 1.249
C 0.665890 -4.163234 -2.706091 0.971 -0.769 1.907
C 0.440080 -4.923274 -3.948431 -0.082 0.124 -1.176
C 0.154340 -6.448294 -3.858341 0.803 0.591 1.082
O -1.220310 -6.681174 -3.697941 -0.792 -0.767 -0.409
C -1.542990 -8.049424 -3.531311 -0.359 -0.314 0.044
N -0.673110 -4.302774 -4.588841 -1.825 0.379 -1.474
H -0.177380 -4.359734 -2.043981 0.025 0.128 0.280
H 0.787390 -3.084704 -2.806671 -0.076 -0.042 -0.403
H 1.577840 -4.529384 -2.234521 0.065 0.101 0.424
H 1.273060 -4.781184 -4.636941 0.510 -0.322 0.186
H 0.609180 -6.863184 -2.958851 0.597 0.025 0.066
H 0.615360 -6.929934 -4.720661 -0.409 -0.272 -0.304
H -1.551390 -8.653504 -4.438571 0.597 0.277 -0.581
H -2.572510 -8.185404 -3.200081 0.003 0.644 0.396
H -0.889570 -8.551514 -2.817841 0.149 0.134 0.180
H -0.927430 -3.435954 -4.137121 0.126 0.051 0.009
H -1.473330 -4.909964 -4.483561 -0.276 0.106 -0.172
C -3.783230 4.732896 -1.053761 0.626 1.196 -2.063
C -2.322390 4.318946 -1.433181 -0.358 0.865 2.184
C -1.389070 5.543986 -1.745971 -0.758 0.743 -0.422
O -0.006960 5.310726 -1.946121 0.781 -0.397 -0.053
C 0.760820 6.497856 -2.264971 -0.878 -0.818 -0.641
N -1.827950 3.639506 -0.244401 0.962 -0.674 -0.186
H -4.519090 3.936356 -1.163891 0.372 -0.310 0.286
H -4.051420 5.443336 -1.835701 -0.608 0.449 0.060
H -3.863800 5.229686 -0.086901 0.161 -0.159 -0.028
H -2.384000 3.673026 -2.309021 0.228 0.080 0.137
H -1.422010 6.368016 -1.033241 -0.629 -0.217 0.840
H -1.833020 6.007866 -2.626791 0.058 0.045 -0.613
H 0.800820 7.232166 -1.460431 -0.311 -0.005 0.116
H 0.332220 6.902416 -3.181891 -0.239 0.577 0.072
H 1.783460 6.259756 -2.557561 -0.067 -0.628 0.412
H -1.763730 4.298486 0.518299 0.177 0.335 0.029
H -2.505340 2.970986 0.093729 0.086 -0.521 -0.129
C 2.963250 4.142846 -0.436171 0.093 0.678 -0.302
C 2.040950 3.072366 0.045119 -0.229 0.020 1.348
C 1.278590 3.559316 1.302779 1.000 -2.048 -0.045
O 0.687680 2.359486 1.763699 0.459 0.649 -0.420
C -0.047830 2.493706 2.925029 -0.979 -0.115 -0.219
N 1.068920 2.641076 -0.969641 -0.060 1.401 1.140
H 3.709830 4.360666 0.327559 0.321 -0.264 -0.235
H 2.436520 5.087666 -0.570251 -0.229 0.082 -0.196
H 3.389250 3.858286 -1.398281 0.412 0.085 0.164
H 2.619750 2.205516 0.363969 -0.023 0.042 0.080
H 0.542920 4.356796 1.198249 -0.151 0.162 -0.516
H 2.037630 3.879836 2.016379 0.107 0.290 0.301
H -0.502750 1.515366 3.079969 0.205 0.026 0.624
H -0.877510 3.179996 2.755519 -0.342 0.396 0.062
H 0.537210 2.881796 3.758819 0.130 -0.240 0.221
H 0.477100 3.458766 -0.934551 -1.272 -0.088 -0.195
H 1.483350 2.831016 -1.870901 0.354 -0.752 -1.116
C -0.240750 -5.790464 5.501849 0.034 2.145 -0.222
C -0.176220 -5.843424 3.966559 0.052 -1.607 -0.025
C 0.987560 -5.058654 3.418879 1.001 -1.184 -0.661
O 1.110420 -5.137644 1.966629 -1.618 0.351 1.412
C 1.801150 -4.020174 1.484339 0.587 0.392 0.171
N -0.034260 -7.282914 3.596519 -0.263 0.173 -0.271
H 0.694510 -5.960734 6.035139 0.355 -0.728 -0.456
H -1.031470 -6.377414 5.969129 -0.051 0.040 -0.304
H -0.363930 -4.731704 5.729739 -0.684 0.221 0.434
H -1.058460 -5.462964 3.451759 -0.371 -0.027 0.389
H 1.865820 -5.580364 3.799129 0.532 0.141 0.262
H 0.998710 -4.055704 3.845579 -0.156 0.333 -0.498
H 1.707960 -3.878874 0.407559 0.038 -0.621 -0.079
H 2.838630 -4.160624 1.787649 0.421 0.504 -0.356
H 1.438010 -3.075974 1.890199 -0.122 0.068 0.299
H -0.945420 -7.699044 3.725859 -0.379 -0.071 -0.339
H 0.478800 -7.729404 4.343189 0.558 -0.038 0.071
C 3.820810 2.444766 -4.195241 -0.317 1.919 -0.787
C 2.868250 3.696096 -4.176281 -0.689 -1.405 -0.653
C 2.625730 4.374656 -5.539961 -0.455 -1.181 0.352
O 2.024710 3.397446 -6.423241 0.103 1.061 -1.493
C 1.873060 3.912866 -7.796121 1.077 0.216 1.072
N 1.574270 3.171816 -3.679181 0.350 0.737 -0.261
H 3.684250 1.835486 -3.301811 0.048 -0.015 -0.185
H 4.841760 2.814316 -4.291101 0.175 -0.288 0.187
H 3.581210 1.929946 -5.125651 0.019 -0.492 0.274
H 3.279310 4.493256 -3.556861 -0.197 -0.078 0.500
H 3.556030 4.851966 -5.847901 0.143 -0.250 -0.785
H 1.875900 5.153366 -5.400421 -0.031 0.411 0.123
H 2.869920 3.958896 -8.234561 0.096 -0.161 -0.188
H 1.516720 4.942606 -7.824021 -0.289 0.141 0.402
H 1.230230 3.337756 -8.462541 -0.039 -0.506 0.688
H 0.799300 3.747436 -3.976131 0.033 0.723 0.490
H 1.315000 2.365396 -4.229231 0.712 -0.577 -0.048
C -5.212890 -1.171654 -2.566091 0.023 0.400 0.453
C -4.089100 -0.919754 -1.533911 -0.370 -0.184 -1.429
O -3.792260 0.513846 -1.458661 -0.946 -1.336 0.529
H -5.387290 -2.235574 -2.726571 0.096 -0.013 0.058
H -5.100310 -0.676814 -3.530741 0.580 -0.079 -0.043
H -6.129740 -0.732624 -2.172701 -0.181 -0.137 0.166
H -3.165200 -1.443264 -1.779781 -0.046 0.121 -0.103
H -4.431330 -1.352124 -0.593671 0.224 0.435 0.296
H -4.299770 0.753736 -0.679901 0.177 0.648 0.156
```
Positions in Å, forces in eV/Å.


3.
# H8O4

A cluster of 4 separate species, H8O4 in total in a non-equilibrium geometry (the ωB97M-V functional and the def2-TZVPD basis, the OMol25 dataset).

## Properties
HOMO level: -10.8 eV
orbital gap: 10.6 eV
E: -8318.53102 eV
SMILES string: O.O.O.O

XYZ file:
```
12
Properties=species:S:1:pos:R:3:forces:R:3
O 1.304779 0.701913 0.490910 -1.923 0.230 -0.083
H 1.604003 1.179517 -0.281455 0.001 0.283 -0.262
H 0.345137 0.473543 0.316523 1.829 0.517 0.236
O -3.007138 -1.296748 3.137829 2.256 1.765 1.574
H -2.132445 -0.758739 3.239746 -2.482 -1.618 -0.597
H -3.081406 -1.597593 2.246621 0.230 -0.142 -0.968
O 1.638461 -1.776735 0.612977 3.595 0.374 -3.441
H 1.442241 -1.823912 -0.357179 0.731 0.195 1.174
H 0.857129 -2.044732 0.940511 -4.229 -1.607 2.375
O 0.472612 2.501581 -3.822437 -1.130 1.204 1.219
H 0.626804 1.646651 -3.470560 0.796 -1.798 -0.169
H -0.070176 2.795254 -3.053487 0.326 0.597 -1.057
```
Positions in Å, forces in eV/Å.


4.
# C3H10N3O

A cluster of 2 separate species, C3H10N3O in total in a non-equilibrium geometry (the ωB97M-V functional and the def2-TZVPD basis, the OMol25 dataset).

## Properties
total charge: +1
HOMO level: -13.2 eV
orbital gap: 5.7 eV
E: -9779.63684 eV

XYZ file:
```
17
Properties=species:S:1:pos:R:3:forces:R:3
O -2.000055 1.280662 -2.071442 0.523 -0.150 0.222
C -0.978918 1.205753 -1.441114 -0.950 0.856 -0.960
C 0.339575 0.758743 -1.995889 -0.040 -0.287 -0.053
H -0.987853 1.565966 -0.395061 0.244 0.297 0.096
H 0.760280 0.045681 -1.278151 0.317 0.208 -0.576
H 0.992405 1.634659 -2.117156 -0.026 -0.266 0.058
H 0.213301 0.244564 -2.953378 0.007 0.230 0.154
N -1.232330 -0.660709 0.181119 5.032 -0.735 1.760
C 0.282362 -0.787012 0.851517 -3.560 1.845 3.941
N 1.134422 0.235577 1.147054 -1.371 -0.928 -4.628
N 0.116534 -1.570867 2.078307 1.056 -0.620 -1.963
H -1.451561 -1.649112 0.339960 -0.506 -0.051 -0.124
H -1.435702 -0.251524 1.110499 -1.295 0.177 -0.425
H 2.113831 -0.057946 1.158892 0.065 0.149 1.034
H 1.001835 0.973451 0.447193 0.453 0.378 0.281
H 0.933938 -2.164982 2.201406 -0.185 -0.622 0.424
H 0.197929 -0.802898 2.736251 0.235 -0.482 0.759
```
Positions in Å, forces in eV/Å.